Entry w
A 2-piece molecular cluster, C4H10N2 overall, computed with ωB97M-V/def2-TZVPD.

net charge = 0
Kohn-Sham gap = 0.3383 hartree
lowest unoccupied orbital energy = 0.9403 eV
molecular weight = 86.14 g mol⁻¹
SMILES = C=NC.C=NC

Each line ends with the Mulliken charge.
Atoms and positions in Å:
C  -1.50  -0.53  -1.73  -0.666
C  -0.96  -2.74  -1.31  -0.260
N  -0.96  -1.55  -0.87  -0.282
H  -0.96  0.42  -1.55  0.131
H  -1.39  -0.76  -2.80  0.310
H  -2.56  -0.31  -1.63  0.292
H  -0.81  -3.60  -0.67  0.251
H  -1.34  -2.89  -2.32  0.223
C  0.94  2.33  1.02  -0.666
C  1.80  0.45  2.31  -0.353
N  0.95  0.97  1.53  -0.245
H  0.21  2.43  0.21  0.185
H  0.49  3.01  1.75  0.317
H  1.93  2.58  0.67  0.279
H  2.06  -0.58  2.08  0.241
H  2.12  0.80  3.30  0.243

Entry x
A 2-piece molecular cluster, C4H10N2 overall, computed with ωB97M-V/def2-TZVPD.

net charge = 0
Kohn-Sham gap = 0.2875 hartree
lowest unoccupied orbital energy = 0.1248 eV
molecular weight = 86.14 g mol⁻¹
SMILES = [H]/N=C\C.[H]/N=C\C

Each line ends with the Mulliken charge.
Atoms and positions in Å:
C  -1.24  -1.96  0.21  -1.217
C  -1.04  -0.47  0.18  0.173
N  -1.45  0.35  -0.71  -0.558
H  -2.16  0.02  -1.35  0.203
H  -0.99  -0.09  1.28  0.368
H  -0.59  -2.44  0.93  0.298
H  -2.27  -2.18  0.49  0.360
H  -1.08  -2.36  -0.79  0.358
C  1.01  1.93  -0.27  -0.976
C  1.25  0.52  0.19  0.291
N  2.14  -0.22  -0.32  -0.683
H  3.07  -0.16  0.08  0.258
H  0.65  0.27  1.21  0.169
H  1.25  2.03  -1.33  0.279
H  -0.06  2.13  -0.18  0.333
H  1.51  2.65  0.38  0.345

Result of the stability comparison: entry x is the least stable of them.

Entry w
A 2-piece molecular cluster, C4H10N2 overall, computed with ωB97M-V/def2-TZVPD.

net charge = 0
Kohn-Sham gap = 0.2799 hartree
lowest unoccupied orbital energy = 0.8577 eV
molecular weight = 86.14 g mol⁻¹

Each line ends with the Mulliken charge.
Atoms and positions in Å:
C  0.67  2.14  0.48  -0.816
C  -1.62  -0.49  0.50  -1.101
N  0.87  0.73  0.75  -0.269
C  -0.17  -0.43  0.28  0.073
N  -0.15  -2.00  -1.54  -0.843
C  0.88  -0.61  -0.42  0.176
H  1.50  0.50  1.51  0.242
H  0.03  -2.94  -1.17  0.124
H  0.28  -2.02  -2.47  0.147
H  1.84  -0.90  -0.80  0.404
H  -0.11  2.27  -0.27  0.286
H  1.58  2.62  0.09  0.305
H  0.37  2.70  1.37  0.293
H  -1.84  -1.14  1.35  0.269
H  -2.08  -0.91  -0.40  0.380
H  -2.05  0.49  0.72  0.331

Entry x
One molecule with the formula C4H10N2, computed with ωB97M-V/def2-TZVPD.

net charge = 0
Kohn-Sham gap = 0.3407 hartree
lowest unoccupied orbital energy = 1.1658 eV
molecular weight = 86.14 g mol⁻¹
SMILES = C[C@H]1CNN1C

Each line ends with the Mulliken charge.
Atoms and positions in Å:
C  -0.36  -1.57  0.11  -0.401
C  -0.56  -0.07  0.24  0.369
C  -1.72  0.60  -0.38  -1.525
C  1.57  1.08  0.01  -0.892
N  1.04  -1.31  -0.21  -0.559
N  0.68  0.07  -0.48  -0.075
H  -0.47  -2.33  0.95  0.274
H  -0.90  -1.89  -0.85  0.216
H  -0.39  0.39  1.36  0.330
H  -1.53  0.55  -1.49  0.390
H  -1.63  1.67  -0.33  0.352
H  -2.74  0.31  -0.04  0.300
H  2.40  1.18  -0.75  0.269
H  0.87  1.89  0.31  0.360
H  2.12  0.88  0.91  0.326
H  1.61  -1.44  0.63  0.264

Entry y
A 2-piece molecular cluster, C4H10N2 overall, computed with ωB97M-V/def2-TZVPD.

net charge = 0
Kohn-Sham gap = 0.3409 hartree
lowest unoccupied orbital energy = 0.9149 eV
molecular weight = 86.14 g mol⁻¹
SMILES = C/N=N\C.C=C

Each line ends with the Mulliken charge.
Atoms and positions in Å:
C  2.72  -0.71  0.71  -0.577
C  2.23  0.21  -0.12  -0.113
C  -2.32  -0.86  -0.60  -0.693
C  -0.74  1.28  0.28  -0.963
N  -1.05  -1.07  0.09  -0.509
N  -0.34  -0.13  0.43  0.223
H  3.29  -1.62  0.46  0.225
H  2.49  -0.65  1.73  0.240
H  2.58  0.16  -1.20  0.214
H  1.52  1.05  0.26  -0.002
H  -2.17  -0.48  -1.64  0.294
H  -2.78  -1.93  -0.76  0.242
H  -3.01  -0.25  -0.03  0.316
H  -0.95  1.50  -0.79  0.347
H  -1.55  1.58  0.84  0.402
H  0.10  1.91  0.35  0.353

Result of the stability comparison: entry w is the least stable of them.

Entry w
One molecule with the formula C4H10N2, computed with ωB97M-V/def2-TZVPD.

net charge = 0
Kohn-Sham gap = 0.3854 hartree
lowest unoccupied orbital energy = 1.0827 eV
molecular weight = 86.14 g mol⁻¹
SMILES = C=NCCCN

Each line ends with the Mulliken charge.
Atoms and positions in Å:
C  -0.30  -0.45  1.52  -0.504
C  -0.71  0.76  0.67  -0.537
C  -0.64  0.67  -0.85  -0.605
C  1.48  0.51  -1.85  -0.267
N  0.65  1.26  -1.27  -0.464
N  -0.25  -1.70  0.72  -0.587
H  -1.05  -0.59  2.31  0.333
H  0.57  -0.29  2.17  0.272
H  -1.74  1.02  0.91  0.308
H  -0.11  1.56  1.11  0.332
H  -1.35  1.37  -1.29  0.345
H  -0.89  -0.32  -1.24  0.445
H  2.43  0.87  -2.24  0.266
H  1.45  -0.56  -2.13  0.238
H  -0.10  -2.49  1.33  0.251
H  0.57  -1.62  0.13  0.175

Entry x
One molecule with the formula C4H10N2, computed with ωB97M-V/def2-TZVPD.

net charge = 0
Kohn-Sham gap = 0.3239 hartree
lowest unoccupied orbital energy = 1.0286 eV
molecular weight = 86.14 g mol⁻¹
SMILES = CNN=C(C)C

Each line ends with the Mulliken charge.
Atoms and positions in Å:
C  -2.08  0.99  1.43  -0.761
C  0.83  -0.31  -0.20  0.749
C  0.21  -0.78  -1.58  -1.217
C  2.33  -0.31  0.01  -0.887
H  -2.79  1.71  0.80  0.246
H  -2.65  0.27  2.12  0.214
H  -1.44  1.54  2.14  0.315
H  -1.64  -0.04  -0.36  0.152
H  1.01  -0.89  -2.33  0.303
H  -0.43  0.08  -1.93  0.334
H  -0.39  -1.71  -1.49  0.285
H  2.62  0.70  0.51  0.273
H  2.92  -0.49  -0.97  0.262
H  2.66  -1.22  0.71  0.184
N  -1.22  0.28  0.48  0.115
N  0.07  0.19  0.68  -0.567

Entry y
C4H10N2 as an isolated structure, computed with ωB97M-V/def2-TZVPD.

net charge = 0
Kohn-Sham gap = 0.3399 hartree
lowest unoccupied orbital energy = 0.8692 eV
molecular weight = 86.14 g mol⁻¹

Each line ends with the Mulliken charge.
Atoms and positions in Å:
C  -2.67  -0.18  -0.02  -0.848
C  -0.38  -0.44  -0.21  -0.032
C  0.94  1.45  -0.03  -0.844
C  2.04  -0.80  0.05  -0.833
H  -3.25  0.09  0.86  0.268
H  -3.29  0.10  -0.79  0.289
H  -2.61  -1.27  0.12  0.270
H  -0.37  -1.60  -0.33  0.263
H  1.98  1.68  -0.73  0.331
H  -0.21  1.96  -0.49  0.272
H  0.86  1.67  1.26  0.224
H  2.66  -1.17  -0.96  0.236
H  3.09  -0.28  0.67  0.258
H  1.68  -1.61  0.84  0.366
N  -1.34  0.39  0.00  -0.377
N  0.86  0.02  -0.24  0.157

Result of the stability comparison: entry y is the least stable of them.